# 1
C30H37Cl3FGeN2O3OsPS | the ωB97M-V functional and the def2-TZVPD basis

## Properties
- <S²>: 8.76
- Multiplicity: 6
- Net charge: +3
- Total energy: -5887.33135 Ha
- HOMO level (alpha / beta): -16.278 / -16.286 eV

```
80
Properties=species:S:1:pos:R:3:forces:R:3:mulliken_spin:R:1
Os -0.389 0.051 0.228 0.67 0.27 0.45 3.404
C 4.978 -4.622 -1.579 0.02 0.12 0.13 0.001
C 5.667 -3.607 -0.665 0.67 -0.92 -0.37 0.000
C 6.889 -3.019 -1.365 0.02 0.09 0.32 0.000
C 7.502 -1.907 -0.526 0.13 -0.22 -0.11 0.000
C 6.482 -0.835 -0.340 -0.13 0.11 0.05 0.001
C 6.835 0.496 -0.243 -0.25 -0.08 -0.02 0.003
C 5.852 1.475 -0.121 -0.57 -0.23 -0.06 0.041
F 6.197 2.760 -0.065 0.11 0.00 0.00 0.001
C 4.519 1.146 -0.067 0.29 0.18 -0.03 -0.160
C 4.135 -0.198 -0.084 0.05 -0.06 -0.03 0.010
C 2.746 -0.535 0.154 0.70 -1.11 0.09 0.026
O 1.845 0.363 0.155 -1.32 0.20 0.02 0.127
C 2.516 -1.925 0.385 -0.26 0.53 0.02 0.041
C 3.514 -2.850 0.112 -0.06 -0.04 -0.02 -0.012
N 4.736 -2.528 -0.270 -0.67 -0.18 0.32 0.006
C 5.120 -1.204 -0.254 -0.11 1.21 0.13 -0.007
C 1.188 -2.382 0.810 0.57 -0.58 -0.58 0.050
O 0.828 -3.580 0.449 -1.43 -0.36 0.03 0.014
O 0.410 -1.640 1.430 -0.64 0.76 -0.01 0.038
H 5.723 -5.322 -1.954 0.03 0.00 0.05 0.000
H 4.530 -4.122 -2.435 -0.05 0.05 -0.10 0.000
H 4.218 -5.209 -1.070 -0.03 -0.06 0.00 0.000
H 5.981 -4.115 0.256 0.03 0.19 -0.07 0.000
H 6.610 -2.627 -2.346 -0.04 -0.07 -0.03 0.000
H 7.612 -3.819 -1.519 -0.06 -0.04 -0.02 0.000
H 8.392 -1.502 -1.005 0.02 0.02 0.01 0.000
H 7.814 -2.300 0.446 0.02 0.01 0.02 0.000
H 7.872 0.790 -0.266 0.16 0.03 -0.05 0.001
H 3.755 1.911 0.009 0.22 -0.06 0.06 0.227
H 3.290 -3.900 0.225 0.05 -0.05 -0.15 0.000
C 3.777 5.440 0.288 0.09 0.05 0.17 0.020
C 2.616 4.999 -0.582 -0.06 -0.42 0.07 0.122
C 3.039 4.875 -2.041 -0.07 -0.11 -0.11 0.036
P 1.788 3.406 -0.040 -1.14 1.30 0.42 0.352
C 1.424 3.324 1.795 0.34 -0.29 -0.42 0.124
C 0.757 4.622 2.243 -0.13 0.07 -0.16 0.036
C 2.668 3.000 2.614 0.01 -0.16 -0.04 0.027
C 0.105 3.300 -0.881 0.43 -0.44 -0.01 0.139
C 0.119 2.297 -2.039 0.02 -0.15 0.28 0.136
C -0.430 4.644 -1.361 0.02 0.14 0.21 0.031
H 4.172 6.365 -0.127 0.00 0.08 -0.05 0.003
H 4.593 4.721 0.279 0.05 -0.11 0.06 -0.006
H 3.483 5.654 1.312 0.04 -0.04 0.07 0.001
H 1.808 5.738 -0.498 -0.09 -0.17 0.04 0.034
H 3.889 4.204 -2.143 0.09 -0.07 0.00 -0.008
H 3.343 5.853 -2.407 0.01 0.06 -0.02 0.001
H 2.238 4.512 -2.680 -0.04 0.00 -0.12 0.000
H 0.712 2.484 1.883 0.13 0.22 -0.08 0.020
H 1.426 5.474 2.152 0.05 0.05 -0.02 0.000
H 0.498 4.530 3.296 -0.04 -0.05 0.08 0.010
H -0.156 4.834 1.691 -0.10 0.05 -0.01 -0.007
H 3.462 3.727 2.472 0.06 0.06 -0.05 -0.003
H 3.046 2.013 2.362 0.14 -0.10 0.01 0.002
H 2.423 3.000 3.673 -0.10 0.00 0.10 -0.001
H -0.563 2.909 -0.095 0.22 0.19 0.01 -0.010
H 0.884 2.540 -2.774 0.04 -0.09 -0.08 0.003
H -0.847 2.314 -2.541 -0.05 -0.03 -0.06 0.001
H 0.312 1.265 -1.684 0.09 0.21 -0.32 -0.026
H 0.116 5.020 -2.221 0.08 0.04 -0.05 0.003
H -0.414 5.394 -0.575 -0.06 0.12 0.00 -0.004
H -1.466 4.509 -1.669 -0.09 -0.01 -0.02 0.003
S -4.645 1.853 -0.444 0.64 -0.16 0.23 0.030
C -3.182 1.054 -0.785 -0.36 0.06 -0.17 0.029
N -2.328 0.935 0.209 0.46 -0.42 -0.40 -0.061
C -2.832 1.506 1.362 -0.44 0.43 0.82 -0.047
C -2.201 1.520 2.609 0.05 -0.03 -0.07 0.054
C -2.833 2.171 3.649 0.13 -0.11 -0.12 0.026
C -4.070 2.791 3.462 -0.21 0.00 -0.15 -0.003
C -4.725 2.752 2.247 0.07 0.04 0.16 0.005
C -4.099 2.093 1.195 0.42 -0.19 -0.18 -0.016
H -2.986 0.659 -1.768 0.03 -0.06 -0.16 0.003
H -1.255 0.994 2.745 -0.17 0.18 0.09 0.031
H -2.383 2.200 4.629 0.10 -0.04 0.08 0.000
H -4.532 3.290 4.298 -0.09 0.08 0.07 0.000
H -5.685 3.226 2.120 -0.15 0.03 -0.01 0.000
Cl -2.127 -3.701 2.052 0.06 -0.10 -0.28 0.000
Ge -1.104 -3.893 0.250 1.82 0.77 0.27 0.010
Cl -1.388 -2.105 -1.034 -0.33 -0.70 -0.12 0.085
Cl -1.162 -5.656 -0.820 -0.11 0.11 0.03 0.004
```
Positions in Å, forces in eV/Å.



# 2
C30H37N4O2SV | the ωB97M-V functional and the def2-TZVPD basis

## Properties
- <S²>: 3.77
- Multiplicity: 4
- Net charge: +1
- Total energy: -2876.90679 Ha
- HOMO level (alpha / beta): -9.433 / -10.017 eV

```
75
Properties=species:S:1:pos:R:3:forces:R:3:mulliken_spin:R:1
V 0.053 -1.587 -1.845 -0.13 0.04 -0.02 2.931
C 0.323 7.791 8.247 0.00 -0.01 0.01 0.000
O -0.036 7.988 6.888 0.00 0.00 0.00 0.000
C 0.037 6.931 6.054 0.00 -0.02 -0.01 0.000
C -0.328 7.174 4.726 0.00 0.03 0.01 0.000
C -0.292 6.159 3.800 -0.01 -0.01 -0.03 0.000
C 0.107 4.871 4.170 0.01 0.01 0.02 0.000
C 0.479 4.640 5.487 0.00 0.03 0.05 0.000
C 0.446 5.655 6.433 0.00 -0.02 -0.01 0.000
C 0.121 3.812 3.164 0.03 -0.08 -0.09 -0.001
N 0.098 3.992 1.861 -0.04 0.05 0.04 -0.001
C 0.097 2.737 1.323 0.01 -0.02 -0.06 -0.005
C 0.123 1.774 2.307 0.02 -0.07 0.01 -0.008
N 0.146 2.477 3.485 -0.04 0.07 0.07 -0.001
C 0.118 0.371 2.041 0.00 -0.03 0.08 -0.022
C 0.105 -0.661 2.991 0.01 0.07 0.05 0.033
C 0.086 -1.967 2.569 0.00 -0.11 -0.08 0.014
C 0.102 -2.243 1.201 0.02 0.11 0.01 0.017
N 0.116 -1.286 0.283 0.07 -0.13 -0.01 0.056
C 0.104 0.005 0.688 0.02 0.09 -0.18 0.005
C 0.035 1.007 -0.361 0.04 -0.26 0.39 -0.001
N -0.076 0.529 -1.615 -0.09 0.14 -0.55 -0.077
C -0.189 1.399 -2.613 0.02 0.06 0.20 0.050
C -0.185 2.780 -2.405 -0.01 -0.01 -0.08 0.013
C -0.068 3.274 -1.128 0.00 0.01 0.00 0.037
C 0.038 2.371 -0.063 -0.08 0.08 0.00 -0.010
H 0.190 8.752 8.734 0.00 0.01 -0.01 0.000
H 1.366 7.480 8.339 0.00 0.00 -0.01 0.000
H -0.325 7.051 8.722 0.00 0.00 -0.01 0.000
H -0.640 8.172 4.451 0.00 0.00 0.01 0.000
H -0.578 6.345 2.774 0.00 -0.01 0.00 0.000
H 0.829 3.664 5.803 0.00 0.00 -0.01 0.000
H 0.747 5.445 7.448 0.00 0.00 0.00 0.000
H 0.096 2.105 4.417 0.00 0.00 -0.01 0.000
H 0.102 -0.441 4.051 0.00 0.04 -0.01 0.002
H 0.063 -2.785 3.274 0.00 0.02 0.02 0.001
H 0.100 -3.262 0.836 -0.01 -0.01 0.01 -0.019
H -0.295 0.984 -3.607 -0.01 0.00 -0.01 -0.004
H -0.283 3.442 -3.254 0.00 0.00 0.01 0.001
H -0.071 4.337 -0.929 0.00 -0.01 0.03 0.002
C 4.004 -3.388 -4.120 -0.01 0.01 0.00 -0.002
C 3.821 -4.810 -3.599 -0.05 0.00 -0.02 0.000
C 3.070 -4.896 -2.275 0.02 -0.03 0.07 0.002
S 1.304 -4.563 -2.215 0.06 0.12 -0.01 0.031
O 1.113 -3.131 -2.733 -0.04 -0.11 0.18 0.029
C 0.680 -5.658 -3.502 -0.07 -0.04 -0.03 -0.002
C 0.701 -5.090 -4.926 0.02 0.05 0.02 0.004
C -0.647 -4.493 -5.310 -0.01 -0.01 0.02 0.004
H 4.628 -3.384 -5.013 0.00 -0.02 0.00 0.000
H 4.493 -2.764 -3.371 0.01 -0.01 0.00 0.000
H 3.052 -2.920 -4.366 0.00 0.00 0.00 0.002
H 4.801 -5.259 -3.422 0.01 0.00 0.02 0.000
H 3.339 -5.443 -4.346 0.00 0.01 0.00 0.000
H 3.487 -4.201 -1.541 -0.02 0.00 0.00 0.000
H 3.127 -5.895 -1.831 0.06 0.00 -0.04 -0.001
H -0.343 -5.877 -3.190 0.01 -0.05 -0.03 0.000
H 1.263 -6.574 -3.383 -0.01 -0.01 -0.03 -0.001
H 0.970 -5.898 -5.608 -0.02 -0.02 0.00 0.000
H 1.480 -4.334 -5.020 -0.03 0.00 0.00 -0.001
H -1.427 -5.257 -5.295 0.00 0.01 0.00 0.000
H -0.623 -4.064 -6.311 0.04 -0.01 0.00 0.000
H -0.935 -3.710 -4.610 0.00 0.01 -0.01 -0.001
C -3.266 -0.948 -0.433 -0.01 0.02 0.03 0.022
C -3.133 -1.169 -1.938 0.03 0.02 0.04 0.007
C -4.456 -1.689 -2.498 -0.01 -0.04 -0.02 0.005
C -1.961 -2.098 -2.276 0.05 0.02 0.00 -0.111
H -4.155 -0.360 -0.192 0.01 0.00 -0.01 0.001
H -2.402 -0.424 -0.020 0.00 -0.01 -0.01 -0.001
H -3.355 -1.906 0.089 0.00 -0.01 -0.02 -0.001
H -2.942 -0.191 -2.401 -0.01 0.01 0.01 -0.004
H -4.703 -2.655 -2.049 0.01 0.00 0.00 -0.001
H -4.394 -1.833 -3.578 0.00 0.00 0.01 -0.001
H -5.283 -1.005 -2.294 0.00 0.01 0.00 -0.001
H -2.009 -2.307 -3.359 0.07 0.04 0.00 0.000
H -2.159 -3.083 -1.811 0.00 0.02 0.01 0.007
```
Positions in Å, forces in eV/Å.



# 3
C30H37O4PRuS4 | the ωB97M-V functional and the def2-TZVPD basis

## Properties
- <S²>: 6.05
- Multiplicity: 5
- Net charge: +2
- Total energy: -3494.70357 Ha
- HOMO level (alpha / beta): -13.426 / -13.923 eV

```
77
Properties=species:S:1:pos:R:3:forces:R:3:mulliken_spin:R:1
Ru 0.706 0.659 -0.131 0.10 -0.01 0.15 2.594
O 0.316 -1.387 -0.386 0.10 0.13 -0.21 -0.072
S -0.323 -2.757 -0.609 0.01 -0.07 0.19 0.006
C 0.861 -3.760 -1.546 0.05 -0.02 -0.02 0.002
C 2.241 -4.132 -0.984 -0.03 0.04 -0.03 0.002
C 3.366 -3.151 -1.349 -0.07 -0.03 -0.01 0.000
C 3.328 -1.907 -0.468 0.01 0.02 -0.03 0.012
S 3.778 -0.299 -1.200 -0.04 0.03 0.06 0.026
O 2.790 0.665 -0.505 -0.08 -0.01 -0.21 0.065
C 3.229 -0.471 -2.875 0.06 -0.03 0.05 -0.006
C 1.892 -0.450 -3.243 -0.10 0.06 -0.18 0.019
C 1.557 -0.643 -4.573 0.00 0.02 -0.01 0.004
C 2.554 -0.863 -5.521 0.00 0.00 0.01 0.000
C 3.887 -0.871 -5.144 0.00 0.00 0.00 0.000
C 4.232 -0.665 -3.814 0.02 0.00 0.01 -0.004
C -0.239 -3.562 0.972 -0.03 0.02 0.01 -0.007
C -0.945 -4.748 1.125 -0.01 0.00 -0.02 0.000
C -0.867 -5.419 2.335 0.00 0.00 0.00 0.000
C -0.105 -4.895 3.372 0.00 0.00 0.00 0.000
C 0.578 -3.697 3.209 0.00 -0.01 0.01 -0.003
C 0.513 -3.016 2.001 0.00 -0.02 0.00 0.018
H 0.937 -3.255 -2.513 -0.03 0.01 -0.01 0.000
H 0.255 -4.657 -1.711 0.04 -0.01 0.00 0.000
H 2.487 -5.099 -1.424 -0.01 -0.01 0.02 0.000
H 2.187 -4.299 0.094 0.01 0.01 0.01 -0.001
H 3.250 -2.890 -2.401 0.05 0.02 -0.02 -0.001
H 4.331 -3.647 -1.257 -0.03 -0.03 0.03 0.000
H 3.966 -2.002 0.412 0.04 0.02 -0.03 0.000
H 2.315 -1.717 -0.131 -0.04 0.00 0.06 -0.002
H 1.092 -0.265 -2.535 0.07 -0.06 0.09 0.007
H 0.519 -0.613 -4.878 0.01 0.00 0.00 0.000
H 2.285 -1.013 -6.558 0.00 0.00 0.00 0.000
H 4.663 -1.022 -5.882 -0.01 0.00 0.00 0.000
H 5.273 -0.651 -3.512 -0.01 0.00 -0.01 0.000
H -1.553 -5.144 0.319 0.00 0.01 0.01 0.000
H -1.408 -6.345 2.470 0.00 0.01 0.00 0.000
H -0.049 -5.422 4.315 0.00 0.00 0.00 0.000
H 1.165 -3.291 4.022 -0.01 0.00 -0.01 0.000
H 1.029 -2.075 1.867 0.00 0.00 0.01 -0.012
C -3.118 6.283 -1.078 -0.04 0.03 -0.03 -0.003
C -1.629 6.054 -1.024 0.00 -0.05 0.01 0.005
C -1.005 5.641 -2.336 0.02 0.00 0.05 0.003
O -1.330 5.055 0.050 0.05 0.07 0.01 0.025
P -1.428 3.516 0.100 -0.40 0.07 0.26 -0.004
S -1.745 3.032 2.037 0.20 0.03 -0.28 0.726
S 0.343 2.808 -0.690 0.19 -0.22 -0.09 0.141
O -2.631 3.153 -0.830 0.15 0.01 0.03 0.015
C -3.250 1.896 -1.276 -0.02 -0.01 -0.02 -0.010
C -2.502 1.368 -2.481 -0.03 0.01 -0.02 0.023
C -3.394 0.887 -0.160 0.03 -0.02 0.02 0.012
H -3.310 7.145 -1.717 -0.02 0.00 0.00 0.000
H -3.514 6.504 -0.088 0.00 -0.01 -0.01 0.002
H -3.640 5.422 -1.495 0.02 0.02 0.01 0.000
H -1.125 6.932 -0.626 0.01 0.00 0.01 0.000
H -1.483 4.748 -2.739 -0.01 -0.02 -0.01 0.000
H 0.066 5.468 -2.231 0.00 0.00 0.00 0.000
H -1.144 6.448 -3.056 -0.01 0.00 0.01 0.000
H -4.237 2.238 -1.581 -0.01 0.00 -0.02 0.001
H -1.518 0.986 -2.202 0.00 -0.04 0.01 -0.016
H -2.369 2.143 -3.234 -0.01 0.01 0.00 0.000
H -3.079 0.555 -2.923 0.02 -0.01 -0.01 0.000
H -2.423 0.524 0.189 0.00 0.01 -0.02 -0.002
H -3.957 0.037 -0.546 0.00 0.00 0.01 0.000
H -3.932 1.296 0.692 -0.01 0.01 -0.02 0.001
C -0.065 0.814 1.573 -0.19 0.04 0.12 -0.057
C -0.251 0.772 2.795 -0.06 0.00 0.10 0.306
C -0.488 0.713 4.189 0.00 -0.03 -0.09 0.029
C -0.882 -0.499 4.775 -0.01 -0.02 0.03 0.054
C -1.123 -0.552 6.134 0.00 -0.01 -0.01 -0.028
C -0.964 0.589 6.913 0.00 -0.01 0.00 0.068
C -0.567 1.790 6.337 0.01 0.02 -0.01 -0.023
C -0.333 1.862 4.977 0.01 0.00 0.04 0.069
H -1.006 -1.377 4.155 0.00 0.01 0.00 0.009
H -1.437 -1.481 6.591 0.00 0.01 0.00 0.000
H -1.153 0.542 7.977 0.01 0.00 0.00 0.003
H -0.443 2.672 6.951 0.00 0.00 0.00 0.000
H -0.025 2.792 4.517 0.01 -0.01 0.01 0.001
```
Positions in Å, forces in eV/Å.



One value per record, in order, for relative energy (zero: lowest compared OMol25 entry of this formula, charge and spin): 5.87; 2.80; 32.81 kcal per mole.